# 1
Formula: C3H7N3S
Source: the OMol25 dataset
Level of theory: ωB97M-V with the def2-TZVPD basis set

HOMO-LUMO gap: 9.27 eV
LUMO level: 0.726 eV
HOMO: -0.3139 Ha
Energy above the lowest of the compared OMol25 structures with the same formula, charge and spin: 2.419 eV

Geometry (Å):
C (2.912, 0.412, 0.384)
N (2.392, -0.366, -0.507)
N (1.079, -0.760, -0.280)
C (-0.030, 0.163, -0.312)
S (0.087, 1.847, -0.319)
N (-1.301, -0.535, -0.125)
C (-2.585, 0.099, 0.065)
H (3.983, 0.737, 0.150)
H (2.413, 0.890, 1.239)
H (0.897, -1.601, -0.804)
H (-1.184, -1.556, 0.099)
H (-2.870, 0.590, -0.902)
H (-2.509, 0.838, 0.890)
H (-3.284, -0.758, 0.423)

Forces on the atoms, in the same order (eV/Å):
C 0.84 0.26 -1.74
N 0.92 0.84 1.42
N -1.98 1.19 -0.05
C -1.62 -0.84 1.43
S -0.24 -1.75 -0.18
N 4.17 -0.64 -0.45
C -0.47 -0.71 0.38
H -1.59 -0.59 0.46
H -0.02 -0.53 -0.35
H -0.08 -0.06 -0.14
H -0.34 1.77 -0.31
H -0.27 -0.43 1.10
H -0.21 -0.22 -0.62
H 0.88 1.70 -0.97

# 2
Formula: C4H5LiMgNaO2
Source: the OMol25 dataset
Level of theory: ωB97M-V with the def2-TZVPD basis set

HOMO-LUMO gap (spin up / spin down): 4.48 / 4.51 eV
<S²>: 0.774
LUMO level (spin up / spin down): -1.267 / -1.293 eV
HOMO (spin up / spin down): -0.2113 / -0.2132 Ha
Energy above the lowest of the compared OMol25 structures with the same formula, charge and spin: 1.697 eV
2S+1: 2

Geometry (Å):
O (2.186, -0.163, 0.537)
C (0.910, -0.588, 0.174)
C (-0.159, -0.546, 1.224)
Mg (2.736, 1.656, -0.028)
Li (3.217, -1.525, 1.036)
H (0.694, -1.379, -0.572)
H (0.389, 0.099, -0.510)
H (-0.723, -1.489, 1.207)
H (0.160, -0.226, 2.224)
C (-2.375, 0.095, 0.012)
C (-2.380, 0.783, -1.074)
O (-1.717, 1.433, -1.926)
Na (0.164, 2.372, -2.828)
H (-3.101, -0.522, 0.525)

Forces on the atoms, in the same order (eV/Å):
O 0.97 -0.99 0.08
C -2.85 1.50 -0.97
C 0.86 -2.31 0.80
Mg -0.20 0.10 -0.34
Li -0.37 0.45 -0.12
H 1.27 -1.04 0.80
H 0.57 1.34 -0.54
H -0.24 0.66 0.36
H -0.32 0.28 -0.34
C -1.64 0.57 -1.48
C 3.13 -0.47 1.38
O -0.91 0.11 -0.33
Na -0.56 -0.42 0.70
H 0.29 0.22 0.00

# 3
Formula: C42H45F18IN3O15
Source: the OMol25 dataset
Level of theory: ωB97M-V with the def2-TZVPD basis set

HOMO-LUMO gap: 6.87 eV
LUMO level: -5.400 eV
HOMO: -0.4509 Ha
Total charge: +1

Geometry (Å):
C (2.300, -4.212, -1.585)
C (2.838, -3.080, -2.266)
C (3.133, -1.967, -3.479)
C (2.044, -0.717, -3.360)
C (2.544, 0.751, -2.828)
C (4.062, 1.162, -2.364)
O (4.158, 1.977, -1.278)
O (5.320, 0.756, -3.008)
C (1.383, 1.947, -2.744)
C (-0.200, 1.616, -3.145)
C (-1.260, 2.874, -3.017)
C (-0.523, 4.344, -3.321)
O (-0.291, 4.687, -4.616)
I (0.095, 5.667, -1.692)
N (-0.607, 0.199, -3.598)
C (-2.093, 0.014, -3.894)
C (-3.055, -0.715, -2.802)
C (-4.590, -0.741, -3.340)
C (-4.947, -0.105, -4.768)
N (-4.099, 0.527, -5.817)
C (-2.711, 0.532, -5.279)
C (0.429, -0.931, -3.735)
C (0.002, -2.457, -4.260)
C (0.650, -2.803, -5.760)
N (0.259, -3.938, -6.459)
H (1.667, -4.941, -0.888)
H (3.138, -2.460, -4.545)
H (4.254, -1.610, -3.286)
H (5.768, 0.156, -2.313)
H (1.734, 3.009, -2.366)
H (-1.752, 2.859, -1.930)
H (-2.160, 2.820, -3.776)
H (-2.658, -1.140, -1.788)
H (-5.436, -1.228, -2.678)
H (-6.107, -0.137, -5.059)
H (-1.917, 1.018, -6.031)
H (0.346, -3.304, -3.500)
H (-1.158, -2.588, -4.385)
H (1.466, -2.044, -6.185)
H (0.783, -3.947, -7.366)
C (-5.327, 8.981, 1.394)
C (-4.042, 9.457, 0.744)
O (-2.904, 9.023, 1.505)
C (-2.467, 7.746, 1.262)
O (-2.991, 6.985, 0.453)
C (-1.226, 7.435, 2.098)
F (-1.338, 7.860, 3.390)
F (-0.107, 8.035, 1.598)
F (-0.946, 6.103, 2.162)
H (-5.373, 9.302, 2.440)
H (-6.199, 9.376, 0.864)
H (-5.388, 7.888, 1.395)
H (-4.020, 10.551, 0.735)
H (-3.969, 9.125, -0.298)
C (5.341, 1.172, 1.331)
C (6.715, 0.566, 1.542)
O (6.824, 0.016, 2.863)
C (6.321, -1.249, 3.034)
O (5.797, -1.904, 2.137)
C (6.548, -1.728, 4.467)
F (6.259, -0.772, 5.396)
F (7.844, -2.091, 4.688)
F (5.788, -2.812, 4.794)
H (5.120, 1.908, 2.112)
H (5.280, 1.664, 0.356)
H (4.559, 0.408, 1.384)
H (7.477, 1.347, 1.459)
H (6.944, -0.189, 0.781)
C (4.967, -5.374, 5.839)
C (3.515, -5.360, 5.400)
O (2.873, -6.596, 5.747)
C (2.406, -6.694, 7.033)
O (2.514, -5.801, 7.870)
C (1.705, -8.034, 7.250)
F (2.394, -9.084, 6.717)
F (0.467, -8.064, 6.677)
F (1.522, -8.334, 8.567)
H (5.485, -6.247, 5.428)
H (5.481, -4.468, 5.506)
H (5.050, -5.439, 6.928)
H (3.463, -5.270, 4.310)
H (2.975, -4.504, 5.820)
C (7.706, -7.210, -1.272)
C (6.678, -8.323, -1.208)
O (5.928, -8.246, 0.014)
C (4.871, -7.371, 0.019)
O (4.555, -6.675, -0.942)
C (4.134, -7.426, 1.356)
F (4.981, -7.444, 2.426)
F (3.358, -8.542, 1.468)
F (3.303, -6.363, 1.551)
H (8.346, -7.225, -0.383)
H (8.334, -7.312, -2.161)
H (7.223, -6.228, -1.299)
H (7.187, -9.293, -1.207)
H (6.014, -8.310, -2.080)
C (-1.033, 4.796, 5.366)
C (-2.485, 4.810, 4.927)
O (-3.127, 3.574, 5.274)
C (-3.594, 3.476, 6.560)
O (-3.486, 4.368, 7.397)
C (-4.295, 2.136, 6.777)
F (-3.606, 1.086, 6.244)
F (-5.533, 2.106, 6.204)
F (-4.478, 1.836, 8.094)
H (-0.515, 3.923, 4.955)
H (-0.519, 5.701, 5.033)
H (-0.950, 4.731, 6.455)
H (-2.537, 4.900, 3.837)
H (-3.025, 5.666, 5.347)
C (-9.625, 2.902, -7.732)
C (-10.415, 2.231, -6.625)
O (-9.552, 1.874, -5.536)
C (-9.274, 2.869, -4.634)
O (-9.716, 4.012, -4.719)
C (-8.390, 2.341, -3.505)
F (-7.369, 1.557, -3.957)
F (-9.091, 1.577, -2.619)
F (-7.808, 3.333, -2.774)
H (-8.789, 2.268, -8.048)
H (-10.263, 3.103, -8.598)
H (-9.194, 3.848, -7.392)
H (-10.855, 1.301, -7.001)
H (-11.243, 2.862, -6.281)

Forces on the atoms, in the same order (eV/Å):
C 2.76 8.26 -4.57
C -4.61 -7.50 3.17
C 0.20 -0.64 1.51
C -1.59 2.83 0.51
C -4.00 -0.45 -1.51
C 1.29 4.03 5.47
O -1.26 -5.31 -7.59
O -3.26 -0.99 2.49
C -0.74 -3.97 -1.04
C 3.80 -0.71 0.37
C -0.45 -0.11 0.33
C 1.07 0.57 -7.43
O -1.65 -2.42 8.96
I -0.55 -1.09 -1.11
N 2.76 1.21 0.54
C -3.94 -1.15 -0.30
C -1.66 2.13 -4.85
C 3.28 1.27 -1.31
C 0.49 -0.23 0.47
N 2.54 -2.83 7.36
C 0.28 -0.26 0.48
C 1.85 1.10 0.84
C -0.32 -0.12 -0.73
C -0.71 -2.84 -1.92
N 2.00 5.50 3.02
H 2.12 1.96 -1.72
H -0.35 0.83 2.28
H -2.75 -0.35 -0.49
H -0.74 1.53 -1.32
H -1.04 -2.37 -0.90
H 1.32 0.05 -2.28
H 2.07 -0.10 1.36
H -0.96 0.91 -2.18
H 1.92 1.20 -1.64
H 2.94 0.01 0.73
H -1.88 -1.16 1.86
H -0.38 2.14 -1.42
H 2.24 0.62 0.33
H -1.84 -1.57 0.95
H -0.40 0.11 0.92
C -0.01 -0.31 0.26
C -0.84 0.33 -0.43
O 1.37 -1.88 -0.03
C -2.64 0.71 -1.95
O 1.66 1.26 1.98
C 1.93 -0.42 1.66
F -0.28 -0.30 -1.29
F -1.16 -0.37 0.00
F -0.62 1.11 -0.43
H 0.00 0.10 -0.21
H 0.16 -0.02 0.05
H -0.01 0.14 -0.13
H 0.32 -0.26 0.19
H 0.14 -0.13 0.29
C -0.16 -0.07 0.20
C -0.19 0.45 -0.62
O -0.34 -1.92 0.77
C -0.44 0.72 -3.11
O 1.11 1.11 2.42
C 0.42 -0.57 2.61
F 0.13 -0.64 -1.23
F -1.07 0.40 -0.70
F 0.62 1.60 -1.09
H 0.15 -0.04 -0.14
H 0.16 -0.12 0.41
H 0.12 0.02 -0.09
H -0.05 -0.25 0.35
H -0.09 -0.07 0.33
C 0.21 -0.18 0.27
C 0.52 0.66 -0.18
O -1.08 -0.65 1.57
C 1.28 3.03 -0.11
O -0.52 -2.47 -1.66
C -1.04 -2.42 0.64
F -0.30 1.21 0.32
F 1.06 0.50 0.29
F 0.40 0.80 -1.28
H -0.12 0.14 -0.07
H -0.30 -0.74 0.27
H -0.08 0.09 -0.12
H -0.17 -0.34 0.19
H 0.02 -0.32 0.12
C -0.02 0.33 0.21
C 0.54 -0.04 -0.72
O -1.85 1.02 0.56
C 1.40 0.09 -2.93
O 0.25 -1.35 2.51
C -1.11 -0.16 2.48
F -0.46 0.09 -1.27
F 0.81 0.88 -0.58
F 0.86 -0.76 -0.69
H -0.04 -0.13 -0.18
H -0.10 -0.04 0.11
H 0.01 -0.15 -0.11
H -0.28 0.14 0.32
H -0.04 0.12 0.32
C 0.15 -0.19 0.28
C 0.44 0.67 -0.18
O -1.00 -0.63 1.49
C 1.23 3.06 0.03
O -0.50 -2.52 -1.72
C -1.13 -2.38 0.72
F -0.27 1.17 0.29
F 1.09 0.49 0.29
F 0.42 0.81 -1.32
H -0.10 0.17 -0.08
H -0.12 -0.11 0.02
H -0.07 0.12 -0.14
H -0.17 -0.34 0.21
H 0.03 -0.32 0.12
C 0.34 0.18 0.07
C -0.53 0.22 -0.79
O 0.69 0.88 1.80
C -2.12 1.54 -2.26
O 1.42 -2.70 0.72
C 1.27 -0.47 2.07
F -0.82 0.61 -0.03
F 0.27 0.70 -1.04
F -0.81 -0.75 -1.08
H -0.22 -0.01 -0.01
H 0.05 -0.06 0.15
H -0.18 -0.07 -0.04
H 0.27 0.02 0.35
H 0.33 -0.06 0.13

# 4
Formula: C7H17N
Source: the OMol25 dataset
Level of theory: ωB97M-V with the def2-TZVPD basis set

HOMO-LUMO gap (spin up / spin down): 12.98 / 7.94 eV
<S²>: 0.754
LUMO level (spin up / spin down): -2.481 / -7.460 eV
HOMO (spin up / spin down): -0.5682 / -0.5661 Ha
Energy above the lowest of the compared OMol25 structures with the same formula, charge and spin: 2.643 eV
Total charge: +1
2S+1: 2

Geometry (Å):
C (-0.934, -0.889, 1.932)
C (-2.290, -1.297, 1.388)
C (-0.274, 0.049, 0.907)
N (0.152, -0.418, -0.454)
C (-1.065, -0.623, -1.359)
C (0.890, 1.908, -0.833)
C (1.140, 0.550, -1.107)
C (2.660, 0.321, -0.689)
H (-0.729, -0.637, 2.914)
H (-0.218, -1.782, 1.931)
H (-2.952, -0.420, 1.563)
H (-2.327, -1.649, 0.310)
H (-2.734, -2.181, 1.868)
H (-0.870, 0.993, 0.775)
H (0.706, 0.258, 1.456)
H (-1.196, 0.083, -2.151)
H (-1.926, -0.539, -0.700)
H (-1.038, -1.612, -1.938)
H (0.773, 2.155, 0.225)
H (0.057, 2.349, -1.326)
H (1.904, 2.457, -0.907)
H (1.229, 0.272, -2.219)
H (3.332, 0.151, -1.492)
H (2.829, -0.660, -0.101)
H (2.884, 1.161, 0.004)

Forces on the atoms, in the same order (eV/Å):
C 1.59 -3.56 -4.51
C -1.46 -0.62 0.57
C 2.64 0.28 2.33
N -2.71 3.21 -1.31
C 0.52 -2.07 0.29
C 1.09 4.52 1.69
C 3.54 -5.18 -2.10
C -1.15 -1.98 3.30
H -0.70 1.53 1.94
H -0.96 0.57 -0.34
H -0.06 -0.73 -0.51
H 0.29 0.60 1.76
H 0.14 0.52 0.44
H 0.52 -0.84 -0.19
H -1.10 0.50 -1.10
H 0.83 1.01 -0.33
H 0.27 -0.20 -0.71
H 0.09 1.02 1.26
H -0.26 -0.49 0.07
H -0.44 0.60 -0.75
H -1.95 -0.39 -1.09
H -1.13 0.46 1.54
H 0.39 0.69 -1.02
H -0.58 1.43 -0.60
H 0.61 -0.86 -0.63

# 5
Formula: C4H8N2
Source: the OMol25 dataset
Level of theory: ωB97M-V with the def2-TZVPD basis set

HOMO-LUMO gap: 8.06 eV
LUMO level: 0.663 eV
HOMO: -0.2717 Ha
Energy above the lowest of the compared OMol25 structures with the same formula, charge and spin: 4.755 eV

Geometry (Å):
C (0.602, -1.571, -1.284)
N (0.532, -0.166, -0.888)
C (-0.067, 0.079, 0.874)
C (-1.028, 1.024, 0.570)
C (-1.321, 2.239, 1.007)
N (0.206, -0.770, 1.752)
H (1.442, 0.284, -0.819)
H (1.102, -1.244, 1.681)
H (-0.465, 0.341, -1.047)
H (-0.401, -1.913, -1.537)
H (0.971, -2.205, -0.471)
H (1.266, -1.680, -2.141)
H (-0.734, 2.753, 1.765)
H (-2.104, 2.827, 0.539)

Forces on the atoms, in the same order (eV/Å):
C -0.04 0.20 0.00
N -1.44 0.22 1.37
C -0.50 -0.56 0.59
C -0.53 -0.17 -0.65
C 0.61 0.05 -0.24
N 0.65 0.48 -0.57
H -0.54 0.39 -0.65
H -0.36 -0.28 -0.08
H 2.32 -0.36 0.00
H 0.09 0.00 -0.04
H 0.01 0.16 0.07
H -0.10 -0.11 -0.06
H 0.14 0.12 -0.04
H -0.31 -0.15 0.30

# 6
Formula: C4H5Cl2O3P
Source: the OMol25 dataset
Level of theory: ωB97M-V with the def2-TZVPD basis set

HOMO-LUMO gap: 5.70 eV
LUMO level: 5.936 eV
HOMO: 0.0087 Ha
Energy above the lowest of the compared OMol25 structures with the same formula, charge and spin: 1.122 eV
Total charge: -2

Geometry (Å):
O (0.946, 1.427, -1.311)
P (1.723, 0.998, -0.129)
O (1.350, 1.562, 1.227)
O (3.187, 0.813, -0.341)
C (1.085, -0.776, 0.261)
Cl (1.773, -1.392, 1.686)
Cl (1.400, -2.009, -1.140)
C (-0.788, -0.786, 0.379)
C (-1.389, 0.585, 0.411)
C (-1.584, -0.413, -0.725)
H (-1.035, -1.471, 1.054)
H (-0.726, 1.398, 0.107)
H (-2.159, 0.910, 1.147)
H (-2.574, -0.835, -0.843)
H (-1.210, -0.011, -1.783)

Forces on the atoms, in the same order (eV/Å):
O -1.44 0.59 -1.55
P 1.03 -0.51 1.84
O -0.35 0.60 0.10
O 1.23 -0.26 -0.31
C -4.09 0.33 -2.16
Cl 0.32 -0.91 1.39
Cl -0.11 0.22 0.45
C 6.52 3.04 -0.74
C -0.26 0.43 0.03
C -1.60 2.12 -4.06
H -1.20 -2.95 2.58
H -0.08 -0.35 0.32
H 0.34 -0.77 -0.61
H -0.18 -0.44 0.11
H -0.15 -1.15 2.63

# 7
Formula: C9H27Be2O9
Source: the OMol25 dataset
Level of theory: ωB97M-V with the def2-TZVPD basis set

HOMO-LUMO gap (spin up / spin down): 2.31 / 2.15 eV
<S²>: 0.850
LUMO level (spin up / spin down): -11.323 / -11.476 eV
HOMO (spin up / spin down): -0.5011 / -0.5008 Ha
Energy above the lowest of the compared OMol25 structures with the same formula, charge and spin: 0.000 eV
Total charge: +2
2S+1: 2

Geometry (Å):
Be (-2.423, -2.998, -3.697)
Be (-0.281, 0.110, -3.727)
C (-2.111, -0.645, -0.572)
O (-1.836, -1.261, -1.839)
H (-3.133, -0.712, -0.198)
H (-1.529, -1.143, 0.203)
H (-1.788, 0.393, -0.492)
C (-4.128, 0.515, 2.331)
C (-3.450, 2.009, 2.299)
O (-2.725, 2.217, 3.505)
O (-4.945, 0.364, 1.169)
H (-4.734, 0.410, 3.231)
H (-3.467, -0.344, 2.446)
H (-4.355, 2.617, 2.303)
H (-2.859, 2.297, 1.430)
H (-1.866, 2.616, 3.350)
H (-4.354, -0.050, 0.535)
C (2.447, -3.593, -0.754)
C (0.970, -3.098, -0.848)
O (0.249, -3.245, 0.305)
O (3.169, -2.812, 0.173)
H (2.836, -3.557, -1.772)
H (2.430, -4.639, -0.448)
H (0.538, -3.569, -1.731)
H (0.868, -2.033, -1.061)
H (-0.497, -2.681, 0.085)
H (2.758, -2.703, 1.034)
C (3.012, 0.164, -3.422)
C (2.624, 0.711, -2.102)
O (1.240, 0.415, -1.759)
O (2.123, 0.429, -4.576)
H (3.061, -0.920, -3.321)
H (4.043, 0.378, -3.703)
H (2.814, 1.783, -2.062)
H (3.183, 0.225, -1.302)
H (1.017, 0.966, -1.005)
H (2.424, 1.204, -5.056)
C (1.257, 2.164, 2.748)
C (0.854, 1.209, 1.641)
O (0.275, 1.748, 0.414)
O (0.167, 3.022, 3.179)
H (2.069, 2.839, 2.477)
H (1.627, 1.654, 3.637)
H (0.209, 0.411, 2.008)
H (1.801, 0.806, 1.282)
H (-0.296, 2.520, 0.409)
H (0.714, 3.807, 3.254)

Forces on the atoms, in the same order (eV/Å):
Be 0.05 0.87 1.21
Be 1.65 -0.22 2.60
C 0.34 -0.30 -0.17
O 0.58 0.26 -1.36
H -0.09 -0.21 -0.91
H 0.36 -0.24 -0.01
H -0.04 0.17 -0.40
C 0.80 1.51 -0.14
C -1.05 -1.74 1.47
O -0.39 -0.33 -0.26
O 0.33 -0.17 0.27
H -0.27 0.60 -0.13
H 0.72 0.17 -0.30
H 0.11 0.38 -0.12
H 0.03 -0.54 -0.34
H 0.13 0.08 -0.12
H -0.62 0.21 -0.14
C -2.16 0.51 1.10
C 1.90 0.47 -1.55
O -0.93 -0.59 0.97
O 0.94 0.51 -0.98
H 0.60 0.36 0.26
H -0.01 -0.16 0.00
H -0.41 -0.76 -0.21
H 1.03 0.42 -0.56
H -0.50 -0.27 0.94
H -0.46 -0.54 -0.10
C 0.30 -1.78 -1.03
C -0.57 0.88 0.85
O -0.07 -0.65 -2.91
O -1.07 -0.57 1.70
H -0.51 -0.19 -0.30
H -0.12 0.67 0.07
H -0.28 0.14 0.14
H 0.54 -0.04 -0.31
H -0.97 0.82 1.06
H 0.00 0.39 -0.14
C -0.75 0.61 0.31
C 0.24 0.39 -0.13
O 0.61 -0.48 -0.47
O 1.03 -0.34 -0.77
H 0.17 -0.25 -0.60
H -0.07 -0.68 -0.24
H -0.05 0.10 0.04
H -0.07 -0.48 0.13
H 0.05 0.18 1.04
H -1.08 0.86 0.53